56
Properties=species:S:1:pos:R:3 method="wB97M-V/def2-TZVPD" gap_ev="6.30 / 6.20" relative_energy_kcal_mol=5.5 total_charge=-1 multiplicity=2 s_squared=0.81 energy_ev=-138106.570
V -0.402 0.084 0.373
O -1.955 -3.166 -1.508
C -1.139 -2.190 -1.048
O -1.663 -1.123 -0.560
C 0.240 -2.246 -1.128
C 1.116 -3.157 -1.782
C 2.428 -2.836 -1.923
C 2.905 -1.562 -1.457
C 2.048 -0.738 -0.818
N 0.752 -1.089 -0.561
C 2.300 0.658 -0.318
O 3.384 1.200 -0.360
O 1.191 1.188 0.147
H -2.854 -2.842 -1.370
H 0.712 -4.080 -2.178
H 3.107 -3.514 -2.423
H 3.924 -1.237 -1.618
Se -2.009 2.079 0.679
C -1.508 2.920 -0.968
C -0.284 3.562 -1.140
C -0.011 4.177 -2.351
N -0.851 4.211 -3.386
C -2.019 3.595 -3.212
C -2.389 2.944 -2.047
H 0.451 3.560 -0.348
H 0.944 4.673 -2.497
H -2.702 3.620 -4.056
H -3.352 2.455 -1.974
C -2.475 0.450 4.030
Si -2.129 -1.057 2.958
C -2.238 -2.585 4.067
C -3.580 -1.263 1.778
C -0.445 -0.988 2.138
Si 0.964 -0.510 3.271
C 1.093 1.348 3.486
C 0.832 -1.248 5.009
C 2.592 -1.196 2.625
H -3.475 0.368 4.466
H -2.434 1.379 3.459
H -1.759 0.530 4.850
H -3.255 -2.691 4.456
H -1.554 -2.540 4.914
H -2.006 -3.488 3.495
H -4.500 -1.321 2.368
H -3.483 -2.191 1.211
H -3.666 -0.439 1.070
H -0.257 -2.025 1.803
H 0.153 1.769 3.849
H 1.331 1.837 2.541
H 1.877 1.594 4.209
H -0.042 -0.905 5.566
H 1.722 -0.956 5.575
H 0.804 -2.340 4.972
H 2.958 -0.702 1.725
H 2.490 -2.262 2.401
H 3.365 -1.089 3.392

50
Properties=species:S:1:pos:R:3 method="wB97M-V/def2-TZVPD" gap_ev="7.33 / 6.77" total_charge=+1 multiplicity=4 s_squared=3.77 energy_ev=-90657.445
C 0.628 -4.099 -0.432
C -0.277 -4.489 0.674
C 0.264 -4.607 -1.789
C 2.076 -4.074 -0.116
H 0.452 -5.693 -1.859
H 0.863 -4.129 -2.574
H -0.800 -4.456 -2.002
H -0.203 -5.571 0.867
H -1.322 -4.273 0.424
H -0.004 -3.970 1.601
H 2.479 -5.096 -0.054
H 2.250 -3.590 0.852
H 2.641 -3.548 -0.893
C -2.084 0.520 -0.652
C -1.636 -0.384 -1.661
C -1.442 -1.677 -1.059
H -1.529 -0.126 -2.709
C -1.758 -1.559 0.349
C -2.167 -0.205 0.579
H -2.457 0.200 1.542
H -2.398 1.552 -0.819
H -1.189 -2.593 -1.577
H -1.690 -2.355 1.086
C 2.130 0.573 -0.270
C 1.366 1.129 -1.340
C 0.911 0.049 -2.163
H 1.230 2.184 -1.546
C 1.383 -1.182 -1.596
C 2.124 -0.859 -0.389
H 2.578 -1.573 0.291
H 2.613 1.120 0.524
H 0.371 0.177 -3.089
H 1.261 -2.167 -2.023
Tc -0.023 -0.300 -0.253
C -2.742 3.301 1.752
N -1.497 3.914 1.365
C -1.338 5.274 1.142
C -0.003 5.490 0.985
N 0.626 4.260 1.116
C 2.055 4.085 1.180
C -0.278 3.279 1.432
Se 0.087 1.584 2.086
H -2.659 2.224 1.584
H -3.540 3.715 1.132
H -2.974 3.480 2.811
H -2.174 5.953 1.127
H 0.553 6.396 0.803
H 2.510 4.760 0.452
H 2.450 4.307 2.182
H 2.281 3.047 0.926

54
Properties=species:S:1:pos:R:3 method="wB97M-V/def2-TZVPD" smiles="COc1ccc(CN2CCNC(=O)[C@@H]2CC(=O)N2CCCCO2)c(OC)c1" gap_ev=8.66 relative_energy_kcal_mol=79.9 energy_ev=-34847.532
C 3.243 -3.197 -1.816
H 2.900 -2.487 -2.575
O 2.917 -2.759 -0.520
C 1.605 -2.533 -0.227
C 0.540 -2.779 -1.078
C -0.745 -2.472 -0.658
C -1.005 -1.913 0.578
C 0.076 -1.726 1.460
C 1.362 -2.030 1.051
H 2.214 -1.882 1.692
O -0.230 -1.254 2.703
C 0.815 -0.949 3.596
H 0.325 -0.605 4.506
H 1.422 -1.830 3.824
H 1.449 -0.148 3.205
C -2.394 -1.478 0.991
N -3.047 -0.472 0.161
C -3.835 -0.970 -0.955
H -3.768 -2.059 -0.998
H -4.890 -0.711 -0.781
C -3.421 -0.379 -2.318
N -1.990 -0.223 -2.379
C -1.321 0.374 -1.372
O -0.128 0.608 -1.424
C -2.244 0.690 -0.200
C -1.456 1.299 0.956
C -0.883 2.620 0.481
O -1.526 3.421 -0.172
N 0.374 2.911 0.890
C 1.105 4.046 0.372
H 0.376 4.708 -0.095
C 2.151 3.557 -0.631
H 2.743 4.398 -0.995
C 3.036 2.518 0.055
C 2.141 1.423 0.630
H 2.711 0.713 1.230
H 1.620 0.895 -0.176
O 1.181 1.977 1.535
H 3.740 2.076 -0.650
H 3.601 2.990 0.864
H 1.638 3.093 -1.476
H 1.587 4.557 1.212
H -0.656 0.646 1.285
H -2.131 1.494 1.791
H -2.945 1.464 -0.548
H -1.486 -0.459 -3.220
H -3.907 0.596 -2.454
H -3.747 -1.036 -3.126
H -3.062 -2.344 1.028
H -2.333 -1.071 2.003
H -1.564 -2.671 -1.332
H 0.688 -3.197 -2.060
H 4.330 -3.256 -1.843
H 2.823 -4.186 -2.025